A:
A cluster of 4 separate species, C3H16N2O3 in total, computed with ωB97M-V with the def2-TZVPD basis set.

```
! wB97M-V def2-TZVPD RIJCOSX def2/J DEFGRID3
* xyz 0 1
C 0.43801 2.12247 1.79600
C -0.85371 1.46768 1.27961
N -0.72998 0.11101 0.71690
C 0.05995 -0.82826 1.49353
N 0.53240 -1.94122 0.65534
H 0.22724 3.17214 2.01464
H 1.25291 2.05881 1.08312
H 0.76053 1.69009 2.73549
H -1.57779 1.40842 2.09538
H -1.21227 2.12294 0.48203
H -0.46884 0.21179 -0.25161
H -0.58264 -1.18311 2.30132
H 0.94440 -0.34109 1.90941
H 0.12017 -2.81915 0.94814
H 0.21333 -1.81203 -0.30280
H -1.82713 1.40125 -3.96263
H -0.30099 1.53597 -4.11090
O -0.99403 0.95146 -3.79202
H 2.46980 -1.43731 -0.01631
H 3.34281 -2.40942 -0.77685
O 3.20020 -1.46017 -0.65437
H -2.17912 -1.49497 -1.30608
H -1.49317 -0.96501 -2.54292
O -1.34206 -1.56227 -1.79446
*
```

Properties
LUMO level = 0.01583 Eh
SMILES string = CCNCN.O.O.O
Highest occupied orbital energy = -8.488 eV

---

B:
A cluster of 4 separate species, C3H16N2O3 in total, computed with ωB97M-V with the def2-TZVPD basis set.

```
! wB97M-V def2-TZVPD RIJCOSX def2/J DEFGRID3
* xyz 0 1
C -0.05284 -1.18203 0.06547
C 0.99727 -0.72345 1.12395
C 0.66220 0.48550 1.97272
N 0.37580 1.68109 1.20821
N 0.39460 -2.15602 -0.90085
H -0.90171 -1.53847 0.63911
H -0.47672 -0.35314 -0.38192
H 1.26845 -1.51503 1.80548
H 1.92897 -0.55662 0.65839
H 1.61456 0.67927 2.52065
H -0.04680 0.24123 2.80473
H 1.22616 2.15655 0.83273
H -0.17460 1.51346 0.37033
H -0.06270 -3.05317 -0.76494
H 1.35209 -2.39744 -0.78452
H 1.12272 1.91720 -1.81814
H 1.03384 0.52801 -2.12988
O 1.50801 1.26248 -2.33118
H -3.09775 0.48619 1.19997
H -1.90507 1.36730 1.33377
O -2.22038 0.54454 1.57030
H -1.13774 -0.29688 -3.37853
H -2.16897 0.46820 -2.70903
O -1.23939 0.44126 -2.90680
*
```

Properties
LUMO level = 0.01636 Eh
SMILES string = NCCCN.O.O.O
Highest occupied orbital energy = -9.193 eV

---

Stability check: which of them is most stable? A.

---

A:
A cluster of 2 separate species, C5H14NO in total, computed with ωB97M-V with the def2-TZVPD basis set.

```
! wB97M-V def2-TZVPD RIJCOSX def2/J DEFGRID3
* xyz -1 1
N -1.05111 -2.31604 2.04869
C 0.30218 -2.08975 1.48715
O 0.38010 -0.90667 0.81402
H -1.00610 -2.67702 3.01521
H -1.57136 -1.39129 2.00690
H 1.05118 -2.18392 2.35462
H 0.53852 -2.84671 0.74478
C 2.01486 1.03917 -0.64159
C 0.53230 1.50298 -0.46189
C -0.35808 0.83254 -1.49329
C -1.79443 0.88570 -1.00029
H 1.92068 -0.01732 -0.57298
H 2.76544 1.39292 0.04860
H 2.36001 1.29412 -1.63319
H 0.43253 2.57262 -0.61955
H 0.18525 1.19366 0.52750
H -0.04771 -0.23132 -1.61023
H -0.29893 1.30139 -2.46961
H -1.75982 0.32755 -0.02989
H -2.52294 0.38608 -1.67137
H -2.07256 1.93129 -0.84362
*
```

Properties
LUMO level = 0.15841 Eh
Highest occupied orbital energy = -2.567 eV

---

B:
A cluster of 2 separate species, C5H14NO in total, computed with ωB97M-V with the def2-TZVPD basis set.

```
! wB97M-V def2-TZVPD RIJCOSX def2/J DEFGRID3
* xyz -1 1
C 1.88119 1.42572 0.45693
O 1.49271 0.22287 0.92192
C 1.06572 2.59247 1.05040
H 1.79217 1.52760 -0.66456
H 2.95702 1.65908 0.67360
H 1.38512 3.57599 0.67545
H 1.17846 2.57526 2.13883
H 0.00355 2.46264 0.82263
C -0.96245 -0.89370 -2.29377
C -0.40902 -1.06217 -0.88939
N -1.51700 -1.19009 0.06688
C -1.04202 -1.55845 1.39779
H -0.16682 -0.93091 -3.03863
H -1.44573 0.08452 -2.35488
H -1.72873 -1.63638 -2.54692
H 0.12355 -0.16262 -0.55995
H 0.28955 -1.90474 -0.78746
H -2.16735 -1.89395 -0.26888
H -1.88909 -1.56179 2.08837
H -0.52557 -2.53126 1.40945
H -0.31527 -0.80008 1.70221
*
```

Properties
LUMO level = 0.14928 Eh
Highest occupied orbital energy = -2.473 eV

---

C:
A cluster of 2 separate species, C5H14NO in total, computed with ωB97M-V with the def2-TZVPD basis set.

```
! wB97M-V def2-TZVPD RIJCOSX def2/J DEFGRID3
* xyz -1 1
C 0.68609 -1.39354 -1.36716
C 1.65126 -0.26743 -1.03371
C 1.35496 0.31837 0.34398
N 0.71450 -1.72702 -2.79793
H -0.30228 -1.01909 -1.10413
H 0.88232 -2.26719 -0.73335
H 1.48721 0.50299 -1.78861
H 2.69936 -0.59672 -1.13488
H 1.58444 -0.40112 1.14136
H 0.25810 0.50520 0.37433
H 1.91574 1.23897 0.51226
H 0.01280 -2.43553 -2.98549
H 1.60371 -2.14273 -3.05564
C -1.94138 0.48626 1.49824
O -1.60767 0.26297 0.20653
C -1.70999 1.95119 1.94197
H -1.33793 -0.13366 2.21837
H -3.00577 0.21290 1.70273
H -1.88685 2.08355 3.01254
H -2.37316 2.61268 1.37027
H -0.68545 2.20895 1.67831
*
```

Properties
LUMO level = 0.14994 Eh
Highest occupied orbital energy = -2.500 eV

---

Stability check: which of them is most stable? C.

---

A:
The ion C2H4N3 with charge +1, computed with ωB97M-V with the def2-TZVPD basis set.

```
! wB97M-V def2-TZVPD RIJCOSX def2/J DEFGRID3
* xyz 1 1
C 1.11241 -0.16514 -0.08257
C -1.26494 -0.46072 0.19488
N 2.21597 0.05065 0.18520
N -0.04780 -0.34820 -0.55815
N -0.70637 0.82445 -0.03685
H -2.10624 -0.80863 -0.40104
H -1.21642 -0.84446 1.21009
H 3.16684 0.35855 0.24748
H -1.15345 1.39349 -0.75905
*
```

Properties
LUMO level = -0.16059 Eh
SMILES string = N=C=[N+]1CN1
Highest occupied orbital energy = -16.318 eV

---

B:
The ion C2H4N3 with charge +1, computed with ωB97M-V with the def2-TZVPD basis set.

```
! wB97M-V def2-TZVPD RIJCOSX def2/J DEFGRID3
* xyz 1 1
C 0.46071 0.53465 0.56109
C -0.95461 -0.64250 -0.57024
N 1.00009 1.59452 0.82497
N -0.30129 -0.57990 0.74553
N 0.55042 -0.47749 -0.51153
H -1.33025 -1.50843 -0.90231
H -1.55610 0.08451 -0.92988
H 0.88372 2.16352 1.65595
H 1.24731 -1.16887 -0.87357
*
```

Properties
LUMO level = -0.16338 Eh
SMILES string = [H]/N=C1\N2C[N@@H+]12
Highest occupied orbital energy = -16.562 eV

---

C:
The ion C2H4N3 with charge +1, computed with ωB97M-V with the def2-TZVPD basis set.

```
! wB97M-V def2-TZVPD RIJCOSX def2/J DEFGRID3
* xyz 1 1
C -0.76557 -0.88735 -0.80094
C -0.03966 0.02803 0.00599
N -1.36284 -1.57166 -1.47208
N -0.39613 1.27025 -0.10679
N 0.91618 -0.54093 0.76256
H -1.06424 1.39159 -0.87692
H -0.01764 2.12826 0.40680
H 1.07276 -1.53253 0.58754
H 1.65713 -0.28567 1.49385
*
```

Properties
LUMO level = -0.20340 Eh
SMILES string = N#CC(N)=[NH2+]
Highest occupied orbital energy = -17.091 eV

---

Stability check: which of them is most stable? C.